# 1
{"formula": "C8H27BNO5Rb", "method": "ωB97M-V with the def2-TZVPD basis set", "elements": ["Rb", "B", "H", "H", "H", "H", "C", "C", "O", "O", "H", "H", "H", "H", "H", "H", "C", "C", "O", "O", "H", "H", "H", "H", "H", "H", "C", "C", "C", "O", "C", "N", "H", "H", "H", "H", "H", "H", "H", "H", "H", "H", "H"], "positions_angstrom": [[0.3836, 0.9200, 0.6402], [-2.2035, 2.7791, 0.0212], [-2.6227, 3.6226, -0.5052], [-1.4246, 3.1871, 0.6466], [-3.0557, 2.4111, 0.5712], [-1.8033, 2.0244, -0.6380], [0.6642, 2.9921, -2.8781], [0.4322, 4.2387, -2.0672], [0.2895, 3.9724, -0.6799], [1.8079, 2.2110, -2.4958], [0.7841, 3.2415, -3.9323], [-0.1509, 2.2821, -2.7380], [-0.5311, 4.6275, -2.3972], [1.3158, 4.8750, -2.1178], [-0.5052, 3.5032, -0.4156], [1.9095, 1.5791, -3.2114], [1.1591, -1.8205, -1.4734], [1.6718, -2.6797, -2.6274], [1.2511, -2.0931, -3.8757], [1.9962, -0.7340, -1.2107], [1.0987, -2.3885, -0.5451], [0.1047, -1.6206, -1.6641], [1.2645, -3.6823, -2.4977], [2.7511, -2.8299, -2.6552], [0.9085, -2.8386, -4.3743], [2.6864, -0.6247, -1.8689], [0.6691, -2.6300, 4.0343], [0.3999, -1.7918, 2.7787], [-1.0768, -1.8774, 2.4365], [-1.3102, -1.2463, 1.1737], [-2.7228, -0.9380, 0.9353], [0.8086, -0.4447, 3.1348], [0.4444, -3.6851, 3.8776], [0.0322, -2.3646, 4.8781], [1.7022, -2.4791, 4.3476], [0.9506, -2.1711, 1.9179], [-1.6842, -1.4684, 3.2439], [-1.2795, -2.9347, 2.2657], [-3.2236, -1.8982, 0.8115], [-2.8675, -0.3421, 0.0341], [-3.1643, -0.4090, 1.7798], [0.3574, -0.0295, 3.9374], [1.7823, -0.4450, 3.4029]], "forces_ev_per_angstrom": [[0.0274, 0.7443, -0.6048], [-0.4869, -0.1977, 0.1171], [-1.3081, 3.1608, -2.4689], [2.7620, 1.2008, 3.0543], [-2.9519, -1.7752, 2.4872], [1.5357, -3.0602, -2.8320], [-0.0135, -1.0716, -0.1720], [-0.1924, -1.2194, 1.3504], [2.0456, 0.3798, -0.0859], [0.5697, 0.4871, 0.2954], [-0.2971, 0.2319, -0.1644], [-0.7051, 0.4573, -0.2477], [0.2897, 0.6870, -0.5168], [-0.3644, 0.4386, -0.4035], [-0.9667, 0.0438, -0.3527], [0.1299, -0.1168, 0.0807], [0.5795, -1.5365, -0.1810], [-0.6840, 0.0576, 0.0397], [0.1571, -0.6084, 0.5217], [-0.1018, 1.0390, 0.4289], [0.3092, -0.4364, 0.0741], [0.0161, 0.8781, -0.3832], [-0.2665, -0.0826, -0.1468], [0.2269, 0.3678, 0.3286], [-0.0789, 0.2667, -0.4064], [-0.2132, -0.0452, -0.1711], [-0.2126, -0.9679, -0.3413], [-0.6895, -0.0870, 1.9745], [0.4431, -0.1703, -1.2824], [-0.8732, 0.9595, 0.2495], [0.6095, -0.8730, 0.2844], [0.7151, 1.1842, -0.8895], [0.3831, -0.2270, -0.0754], [-0.1086, 0.4793, -0.1002], [0.0070, -0.3071, -0.0189], [0.2928, 0.2138, 0.0340], [-0.2010, 0.0941, -0.0246], [-0.3831, -0.2511, 0.4986], [-0.2889, -0.0322, -0.0153], [0.5052, 0.0422, 0.1252], [0.1476, 0.1058, 0.0317], [-0.6260, -0.3937, 0.0659], [0.2611, -0.0604, -0.1572]], "max_force_ev_per_a": 4.443, "e_tot_ev": -21789.31412, "homo_ev": -8.2808, "e_lumo_ha": -0.007}



# 2
{"formula": "C8H27F2N9O5V", "method": "ωB97M-V with the def2-TZVPD basis set", "elements": ["V", "F", "F", "C", "C", "C", "O", "C", "N", "H", "H", "H", "H", "H", "H", "H", "H", "H", "H", "H", "C", "O", "N", "N", "H", "H", "H", "H", "C", "O", "N", "N", "H", "H", "H", "H", "C", "O", "N", "N", "H", "H", "H", "H", "C", "O", "N", "N", "H", "H", "H", "H"], "positions_angstrom": [[-25.7058, -32.0250, -2.4735], [-25.5598, -31.5605, -4.4825], [-25.9017, -32.3410, -0.4740], [-25.7870, -36.2560, -3.6898], [-26.2788, -34.8289, -4.0128], [-27.7416, -34.7505, -4.4808], [-28.6187, -35.1332, -3.3398], [-29.9738, -35.1625, -3.7106], [-26.2849, -34.1353, -2.8050], [-24.7802, -36.1858, -3.2780], [-25.6812, -36.7944, -4.6317], [-26.4937, -36.7509, -3.0237], [-25.7412, -34.2913, -4.7939], [-27.7903, -35.3708, -5.3757], [-28.0984, -33.7349, -4.6521], [-30.0464, -35.8110, -4.5836], [-30.2803, -34.1714, -4.0448], [-30.6242, -35.6430, -2.9797], [-27.2423, -34.2448, -2.5026], [-25.8151, -34.8120, -2.2205], [-29.1595, -31.9456, -1.8593], [-28.0240, -32.0609, -2.3403], [-29.5426, -32.2576, -0.6549], [-30.1140, -31.5105, -2.6374], [-28.8530, -32.7757, -0.1296], [-30.4984, -32.1435, -0.3491], [-29.8565, -31.4182, -3.6096], [-31.0747, -31.3552, -2.3671], [-22.6706, -33.1070, -2.7950], [-23.8749, -33.0714, -2.4539], [-21.7869, -33.6192, -1.9403], [-22.2514, -32.8850, -3.9566], [-20.8351, -33.6079, -2.2781], [-22.0511, -33.9258, -1.0149], [-22.8483, -32.5276, -4.6887], [-21.3199, -33.0870, -4.2906], [-23.7181, -29.8976, -1.1169], [-23.9984, -30.6281, -2.0082], [-23.0797, -28.7406, -1.2791], [-23.7957, -30.1794, 0.1386], [-22.4894, -28.5863, -2.0839], [-22.8504, -28.1606, -0.4847], [-23.6433, -29.3633, 0.7138], [-24.2858, -31.0001, 0.4649], [-26.7468, -28.8818, -2.9552], [-26.5641, -29.9313, -2.3111], [-27.9674, -28.5776, -3.3460], [-25.8417, -28.1600, -3.5557], [-28.1673, -27.8511, -4.0186], [-28.6892, -29.0720, -2.8414], [-26.0139, -27.4785, -4.2809], [-24.8892, -28.4034, -3.3243]], "forces_ev_per_angstrom": [[1.0520, 1.5596, 0.7947], [-0.2968, -1.0711, 2.1340], [0.2379, 0.1698, -2.0563], [-0.0996, 0.4726, -1.9477], [-1.0491, -0.8615, -1.7109], [1.1862, -0.5248, 0.1964], [-0.2687, -0.4321, -1.5854], [-0.3638, -1.1027, 0.0357], [-0.0197, 0.9978, 2.4402], [-0.1292, -0.0330, 0.2433], [-0.1135, -0.4549, 0.1613], [0.1894, -0.1258, 0.0754], [0.4164, -0.1988, -0.0647], [-1.2529, -0.2648, 0.0734], [0.3497, 0.4048, -0.2913], [0.0907, -0.0020, -0.6136], [-0.1185, 0.3222, 0.0839], [0.4231, 0.5933, 0.5424], [0.1702, 0.8772, 1.1444], [0.6800, 1.0151, 1.2269], [1.0591, -0.0340, -0.5010], [0.6358, -1.0361, -0.2115], [0.5653, -1.0463, 2.2383], [-2.1478, 1.1379, -2.8303], [-0.2324, 0.3493, 0.6111], [0.3774, -0.1744, 0.1588], [-0.2290, 0.4449, 0.1458], [0.2243, -0.0520, -0.0114], [-2.2605, -2.1101, 4.1917], [-1.1242, 0.1025, -0.1138], [1.0986, 0.0689, 0.3376], [1.6150, 1.6866, -6.0092], [0.0382, -0.3398, 0.8583], [0.1620, 0.2243, -0.2745], [-0.3590, 0.1196, 0.3806], [-0.0459, 0.0323, 0.4429], [1.8292, 1.2233, 1.3042], [-1.6441, -2.4632, -3.9960], [1.0887, 2.8671, -1.5539], [-1.0422, -0.6381, 3.5730], [-0.3700, -0.0868, -0.0284], [0.0914, -0.2145, -0.2618], [-0.2025, -0.8979, 0.7721], [-0.3690, 0.1767, -0.0025], [-0.5922, -1.9662, -1.7471], [0.6599, 0.0466, 1.0889], [-2.6682, 0.1814, 0.3676], [3.1737, 0.7918, 0.1371], [-0.1805, -0.1027, 0.4801], [-0.1898, 0.3512, -0.4747], [-0.0628, -0.1450, 0.4082], [0.0176, 0.1618, -0.3622]], "charge": 2, "max_force_ev_per_a": 6.447, "e_tot_ev": -63493.62160, "homo_ev": [-14.6494, -14.7800], "e_lumo_ha": [-0.188, -0.428], "multiplicity": 4}